Record 1
Molecular formula: C2H25O11
Method: DFT, ωB97M-V/def2-TZVPD

Bonds (Å) are listed after each position.
CARTESIAN COORDINATES (ANGSTROEM)
1 O 0.733 -0.278 0.155  H2 1.006, H3 1.088, H4 1.052
2 H 0.211 0.573 0.039  O1 1.006
3 H 1.715 0.138 0.374  O1 1.088
4 H 0.727 -0.763 -0.778  O1 1.052
5 C -0.253 -0.920 -2.853  O6 1.373, H7 1.080, H8 0.976, H9 1.011
6 O 0.165 -1.907 -1.995  C5 1.373
7 H -0.255 -1.187 -3.899  C5 1.080
8 H 0.355 -0.161 -2.772  C5 0.976
9 H -1.154 -0.688 -2.456  C5 1.011
10 C -1.108 2.226 -0.728  O11 1.386, H12 1.082, H13 1.028, H14 1.150
11 O -0.618 1.852 0.513  C10 1.386
12 H -1.779 3.059 -0.566  C10 1.082
13 H -1.546 1.316 -0.921  C10 1.028
14 H -0.375 2.364 -1.603  C10 1.150
15 O 1.524 -2.553 1.820  H16 1.024, H17 0.972
16 H 1.450 -3.436 1.306  O15 1.024
17 H 2.420 -2.295 2.094  O15 0.972
18 O 2.830 -1.171 -1.698  H19 1.028, H20 0.983
19 H 1.957 -1.651 -1.951  O18 1.028
20 H 3.108 -2.004 -1.256  O18 0.983
21 O 0.394 4.345 0.591  H22 1.018, H23 0.887
22 H 0.011 3.403 0.541  O21 1.018
23 H 0.392 4.588 1.444  O21 0.887
24 O -3.460 -0.255 -0.715  H25 0.912, H26 0.900
25 H -2.582 -0.028 -0.819  O24 0.912
26 H -3.122 -1.023 -0.388  O24 0.900
27 O 0.042 -0.572 3.011  H28 1.035, H29 1.002
28 H 0.662 -1.278 2.575  O27 1.035
29 H -0.883 -0.614 2.627  O27 1.002
30 O 3.274 0.223 1.171  H31 0.860, H32 0.946
31 H 3.930 0.404 0.645  O30 0.860
32 H 3.418 0.909 1.806  O30 0.946
33 O -2.112 -2.586 -0.647  H34 1.034, H35 0.871
34 H -2.669 -3.251 -1.210  O33 1.034
35 H -1.347 -2.680 -1.052  O33 0.871
36 O -2.172 1.650 2.708  H37 0.835, H38 0.984
37 H -2.266 2.433 2.980  O36 0.835
38 H -1.618 1.818 1.912  O36 0.984

Calculated values
HOMO energy: -0.18307 Ha
E_tot: -918.6676 hartree
molar mass: 225.2 g mol⁻¹
largest force on an atom: 10.449 eV/A
energy relative to the best compared isomer or geometry (same formula, charge and spin): 6.1703 eV
total charge: -1
orbital gap: 7.25 eV

=====

Record 2
Molecular formula: C2H28F6O12P
Method: DFT, ωB97M-V/def2-TZVPD

Bonds (Å) are listed after each position.
CARTESIAN COORDINATES (ANGSTROEM)
1 P 2.377 -21.663 -9.714  F2 1.591, F3 1.621, F4 1.594, F5 1.587, F6 1.674, F7 1.653
2 F 3.781 -22.399 -9.856  P1 1.591
3 F 2.779 -20.934 -8.323  P1 1.621
4 F 2.791 -20.337 -10.496  P1 1.594
5 F 0.931 -21.025 -9.583  P1 1.587
6 F 1.796 -22.353 -11.123  P1 1.674
7 F 1.879 -22.964 -8.824  P1 1.653
8 C 3.281 -23.504 -3.723  C9 1.546, H11 1.090, H12 1.090, H13 1.090
9 C 2.675 -24.480 -2.688  C8 1.546, O10 1.463, H14 1.090, H15 1.090
10 O 2.717 -23.838 -1.374  C9 1.463, H16 0.960
11 H 2.572 -22.722 -3.994  C8 1.090
12 H 3.498 -23.939 -4.698  C8 1.090
13 H 4.183 -23.112 -3.254  C8 1.090
14 H 3.385 -25.295 -2.544  C9 1.090
15 H 1.651 -24.796 -2.887  C9 1.090
16 H 2.266 -24.463 -0.802  O10 0.960
17 O 7.699 -26.021 -8.060  H18 0.957, H19 0.957
18 H 6.752 -26.004 -8.203  O17 0.957
19 H 7.802 -25.874 -7.120  O17 0.957
20 O 4.438 -21.971 -14.275  H21 0.957, H22 0.957
21 H 3.983 -22.158 -13.454  O20 0.957
22 H 3.740 -21.750 -14.891  O20 0.957
23 O -1.188 -25.826 -11.356  H24 0.957, H25 0.957
24 H -0.353 -26.256 -11.542  O23 0.957
25 H -1.075 -25.452 -10.482  O23 0.957
26 O 4.606 -16.867 -6.605  H27 0.957, H28 0.957
27 H 4.966 -16.885 -5.718  O26 0.957
28 H 3.920 -17.535 -6.598  O26 0.957
29 O -2.321 -23.748 -7.969  H30 0.957, H31 0.957
30 H -2.746 -24.062 -7.171  O29 0.957
31 H -1.553 -23.268 -7.660  O29 0.957
32 O 3.736 -26.701 -8.498  H33 0.957, H34 0.957
33 H 3.266 -25.869 -8.442  O32 0.957
34 H 3.183 -27.252 -9.053  O32 0.957
35 O 1.799 -16.187 -9.944  H36 0.957, H37 0.957
36 H 2.232 -16.872 -10.454  O35 0.957
37 H 2.336 -16.097 -9.157  O35 0.957
38 O 7.462 -20.651 -6.007  H39 0.957, H40 0.957
39 H 6.733 -21.074 -6.460  O38 0.957
40 H 7.873 -20.101 -6.674  O38 0.957
41 O -2.181 -17.274 -11.190  H42 0.957, H43 0.957
42 H -1.842 -17.874 -11.853  O41 0.957
43 H -1.412 -17.024 -10.677  O41 0.957
44 O -3.867 -20.924 -10.405  H45 0.957, H46 0.957
45 H -3.228 -20.314 -10.773  O44 0.957
46 H -3.337 -21.615 -10.007  O44 0.957
47 O -0.171 -19.851 -13.789  H48 0.957, H49 0.957
48 H 0.333 -20.361 -13.154  O47 0.957
49 H 0.318 -19.937 -14.608  O47 0.957

Calculated values
HOMO energy: -0.32405 Ha
E_tot: -1936.7080 hartree
molar mass: 389.2 g mol⁻¹
largest force on an atom: 2.043 eV/A
total charge: -1
orbital gap: 10.95 eV

=====

Record 3
Molecular formula: C2H29N2O10
Method: DFT, ωB97M-V/def2-TZVPD

Bonds (Å) are listed after each position.
CARTESIAN COORDINATES (ANGSTROEM)
1 N 0.874 0.926 -0.813  C2 1.482, H5 0.976, H6 0.931, H7 1.047
2 C 1.950 0.953 -1.832  N1 1.482, C3 1.590, H8 1.183, H9 1.168
3 C 3.198 0.059 -1.418  C2 1.590, N4 1.534, H10 1.180, H11 1.110
4 N 2.803 -1.375 -1.796  C3 1.534, H12 1.038, H13 1.089
5 H 1.120 0.821 0.126  N1 0.976
6 H 0.259 1.622 -0.752  N1 0.931
7 H 0.197 0.148 -0.988  N1 1.047
8 H 1.574 0.507 -2.861  C2 1.183
9 H 2.274 2.061 -2.011  C2 1.168
10 H 4.113 0.602 -1.930  C3 1.180
11 H 3.395 0.027 -0.327  C3 1.110
12 H 3.515 -1.821 -2.407  N4 1.038
13 H 2.576 -2.141 -1.056  N4 1.089
14 H -0.172 -0.276 4.382  O16 0.991
15 H 1.283 0.256 4.311  O16 0.900
16 O 0.529 0.155 3.829  H14 0.991, H15 0.900
17 H -1.933 -1.891 1.370  O19 1.044
18 H -1.204 -2.026 2.713  O19 0.958
19 O -1.610 -1.333 2.191  H17 1.044, H18 0.958
20 H -0.394 4.509 0.763  O22 0.977
21 H -1.629 4.017 0.253  O22 0.936
22 O -0.720 3.807 0.167  H20 0.977, H21 0.936
23 H -4.349 -1.059 1.375  O25 0.942
24 H -3.895 -1.791 0.233  O25 0.878
25 O -3.644 -1.132 0.756  H23 0.942, H24 0.878
26 H -3.000 1.230 -0.526  O28 0.978
27 H -3.755 1.189 -1.907  O28 0.929
28 O -2.954 0.997 -1.475  H26 0.978, H27 0.929
29 H 2.425 1.419 2.697  O31 0.993
30 H 1.323 0.685 2.126  O31 0.934
31 O 2.118 1.068 1.820  H29 0.993, H30 0.934
32 H -1.661 -0.753 -0.600  O34 0.935
33 H -1.081 -1.532 -1.844  O34 1.023
34 O -0.941 -1.290 -0.860  H32 0.935, H33 1.023
35 H -0.695 1.825 1.072  O37 0.977
36 H -1.364 0.414 1.339  O37 0.908
37 O -1.018 0.975 0.715  H35 0.977, H36 0.908
38 H 1.698 -1.342 1.946  O40 0.955
39 H 0.626 -1.771 0.975  O40 0.965
40 O 1.484 -2.037 1.327  H38 0.955, H39 0.965
41 H -1.434 -2.841 -3.275  O43 1.006
42 H -0.892 -1.912 -4.377  O43 0.953
43 O -0.989 -1.952 -3.429  H41 1.006, H42 0.953

Calculated values
spin multiplicity: 2
HOMO energy (spin up / spin down): -0.60137 / -0.60136 Ha
E_tot: -954.7985 hartree
molar mass: 241.3 g mol⁻¹
largest force on an atom: 6.024 eV/A
energy relative to the best compared isomer or geometry (same formula, charge and spin): 0.0000 eV
total charge: +2
orbital gap (spin up / spin down): 10.64 / 4.96 eV

=====

Record 4
Molecular formula: C2H29N2O16PS
Method: DFT, ωB97M-V/def2-TZVPD

Bonds (Å) are listed after each position.
CARTESIAN COORDINATES (ANGSTROEM)
1 O -0.105 1.382 -1.121  C2 1.159
2 C -0.499 0.709 -1.978  O1 1.159, N3 1.242
3 N -0.997 0.042 -2.899  C2 1.242, O4 1.439
4 O -1.391 -1.264 -2.440  N3 1.439, C5 1.417
5 C -2.707 -1.110 -1.937  O4 1.417, O6 1.184, N7 1.407
6 O -3.632 -1.095 -2.675  C5 1.184
7 N -2.806 -0.977 -0.539  C5 1.407, P8 1.725, H10 1.021
8 P -1.541 -1.721 0.368  N7 1.725, S9 1.933, H11 1.406, H12 1.394
9 S -1.511 -3.626 0.043  P8 1.933
10 H -3.026 -0.018 -0.269  N7 1.021
11 H -0.295 -1.145 0.065  P8 1.406
12 H -1.852 -1.400 1.689  P8 1.394
13 O 1.712 -3.724 0.000  H14 0.965, H15 0.964
14 H 1.420 -4.320 -0.702  O13 0.965
15 H 2.674 -3.752 -0.056  O13 0.964
16 O 2.886 1.096 -3.059  H17 0.963, H18 0.959
17 H 2.780 0.969 -4.008  O16 0.963
18 H 1.994 1.119 -2.708  O16 0.959
19 O 3.632 -2.919 2.056  H20 0.967, H21 0.964
20 H 2.715 -2.662 1.891  O19 0.967
21 H 3.829 -2.584 2.938  O19 0.964
22 O -1.541 0.726 2.558  H23 0.965, H24 0.968
23 H -0.656 0.992 2.283  O22 0.965
24 H -1.775 1.375 3.236  O22 0.968
25 O 0.121 1.756 -5.461  H26 0.964, H27 0.962
26 H -0.468 1.122 -5.035  O25 0.964
27 H 0.206 1.434 -6.364  O25 0.962
28 O 5.469 0.639 -1.806  H29 0.968, H30 0.963
29 H 4.561 0.917 -1.992  O28 0.968
30 H 5.676 1.033 -0.952  O28 0.963
31 O 4.795 -0.279 1.224  H32 0.970, H33 0.964
32 H 4.386 -1.133 1.436  O31 0.970
33 H 4.459 -0.064 0.347  O31 0.964
34 O -1.137 2.580 5.078  H35 0.962, H36 0.962
35 H -1.629 3.318 5.451  O34 0.962
36 H -0.952 2.027 5.843  O34 0.962
37 O 1.143 -4.135 -2.718  H38 0.965, H39 0.961
38 H 0.180 -4.130 -2.649  O37 0.965
39 H 1.341 -3.437 -3.348  O37 0.961
40 O -6.709 -0.396 -1.746  H41 0.964, H42 0.961
41 H -5.840 -0.636 -2.085  O40 0.964
42 H -6.583 -0.306 -0.797  O40 0.961
43 O -2.882 2.605 7.248  H44 0.963, H45 0.963
44 H -3.687 2.196 6.916  O43 0.963
45 H -3.184 3.200 7.943  O43 0.963
46 O -2.338 3.531 -0.882  H47 0.963, H48 0.961
47 H -2.678 3.982 -1.662  O46 0.963
48 H -1.730 2.872 -1.227  O46 0.961
49 O 2.534 1.746 1.843  H50 0.962, H51 0.969
50 H 2.324 2.249 1.051  O49 0.962
51 H 3.313 1.220 1.607  O49 0.969

Calculated values
HOMO energy: -0.33775 Ha
E_tot: -2146.4098 hartree
molar mass: 400.3 g mol⁻¹
largest force on an atom: 1.787 eV/A
orbital gap: 7.71 eV

=====

Record 5
Molecular formula: C2H29NO11
Method: DFT, ωB97M-V/def2-TZVPD

Bonds (Å) are listed after each position.
CARTESIAN COORDINATES (ANGSTROEM)
1 C 1.842 1.647 2.261  N2 1.471, H4 1.094, H5 1.109, H6 1.090
2 N 0.874 0.765 1.591  C1 1.471, C3 1.470, H7 1.036
3 C -0.494 1.284 1.726  N2 1.470, H8 1.100, H9 1.082, H10 1.089
4 H 1.679 2.672 1.914  C1 1.094
5 H 1.731 1.724 3.362  C1 1.109
6 H 2.835 1.226 2.102  C1 1.090
7 H 0.881 -0.121 2.128  N2 1.036
8 H -0.905 1.387 2.741  C3 1.100
9 H -1.097 0.583 1.164  C3 1.082
10 H -0.511 2.293 1.315  C3 1.089
11 H 1.706 0.738 -0.001  O13 1.003
12 H 2.549 -0.332 -0.788  O13 0.959
13 O 2.207 0.561 -0.852  H11 1.003, H12 0.959
14 H 2.872 3.812 -0.856  O16 0.959
15 H 2.229 2.407 -0.818  O16 0.972
16 O 2.097 3.318 -1.130  H14 0.959, H15 0.972
17 H -0.150 -2.348 -1.054  O19 0.973
18 H 0.404 -1.346 -1.989  O19 1.001
19 O 0.724 -2.073 -1.381  H17 0.973, H18 1.001
20 H -0.687 0.692 -2.126  O22 0.977
21 H 0.837 0.536 -2.186  O22 0.985
22 O 0.008 0.171 -2.575  H20 0.977, H21 0.985
23 H 1.465 -2.810 -0.021  O25 0.979
24 H 2.828 -2.931 0.855  O25 0.956
25 O 1.935 -3.243 0.721  H23 0.979, H24 0.956
26 H 1.097 -2.739 2.243  O28 0.979
27 H -0.045 -2.696 3.247  O28 0.971
28 O 0.867 -2.385 3.126  H26 0.979, H27 0.971
29 H -0.519 4.554 -0.500  O31 0.963
30 H 0.304 3.570 -1.377  O31 0.972
31 O -0.559 4.009 -1.293  H29 0.963, H30 0.972
32 H -1.549 -2.240 1.331  O34 0.964
33 H -2.501 -3.025 2.373  O34 0.955
34 O -1.795 -2.394 2.251  H32 0.964, H33 0.955
35 H -2.626 -3.487 -0.927  O37 0.959
36 H -2.461 -1.953 -1.285  O37 0.993
37 O -2.194 -2.674 -0.657  H35 0.959, H36 0.993
38 H -3.257 -0.260 -0.986  O40 0.972
39 H -2.912 -0.019 -2.365  O40 0.969
40 O -3.417 -0.668 -1.854  H38 0.972, H39 0.969
41 H -1.418 2.562 -1.151  O43 0.999
42 H -2.701 1.945 -1.730  O43 0.966
43 O -1.888 1.690 -1.275  H41 0.999, H42 0.966

Calculated values
HOMO energy: -0.36021 Ha
E_tot: -976.0043 hartree
molar mass: 243.2 g mol⁻¹
SMILES: CNC.O.O.O.O.O.O.O.O.O.O.O
largest force on an atom: 1.587 eV/A
orbital gap: 9.98 eV